C11H16N7ORuS2 | the ωB97M-V functional and the def2-TZVPD basis

Computed properties:
Kohn-Sham gap   6.564 eV
Largest force on an atom   0.09 eV/Å
E_HOMO   -18.89 eV

Geometry as ORCA input:
```
! wB97M-V def2-TZVPD RIJCOSX def2/J DEFGRID3
* xyz 3 1
Ru -0.864 0.027 -0.231
C -0.319 -0.966 3.863
C -0.239 -0.872 2.388
N -1.025 -0.055 1.715
N -1.968 0.723 2.356
C -2.709 1.577 1.616
N -3.617 2.314 2.209
S -2.446 1.716 -0.083
C 0.671 -1.670 1.562
C 1.543 -2.603 2.084
C 2.351 -3.341 1.212
C 2.251 -3.115 -0.142
C 1.348 -2.151 -0.605
N 0.588 -1.449 0.218
H -1.277 -1.416 4.151
H -0.249 0.028 4.315
H 0.468 -1.579 4.287
H -2.160 0.540 3.333
H -3.780 2.307 3.208
H -4.191 2.943 1.663
H 1.611 -2.778 3.148
H 3.038 -4.079 1.604
H 2.850 -3.668 -0.852
H 1.235 -1.953 -1.663
O -3.638 -2.429 0.447
S -3.106 -2.222 -0.869
N -1.944 -1.214 -0.863
C 2.547 1.663 -3.987
N 1.272 2.144 -3.402
C 0.685 3.388 -3.965
C 0.702 1.527 -2.453
N 0.170 0.954 -1.575
H 3.293 2.446 -3.870
H 2.384 1.456 -5.042
H 2.873 0.763 -3.473
H 1.402 4.195 -3.830
H -0.242 3.624 -3.449
H 0.495 3.226 -5.023
*
```